(1)
# C27H17ClF5N5OSbSe4Ti

A structure of composition C27H17ClF5N5OSbSe4Ti at a distorted geometry (ωB97M-V/def2-TZVPD, the OMol25 dataset).

**Orbital gap (alpha / beta)**: 4.8 / 5.7 eV
**Maximum force**: 2.08 eV/A
**Energy above the lowest of the compared OMol25 structures with the same formula, charge and spin**: 43.9 kcal/mol
**DFT total energy**: -13043.27599 Ha
**Multiplicity**: 2
**LUMO energy (alpha / beta)**: 3.95 / 3.94 eV
**Total charge**: -2

```
62
C27H17ClF5N5OSbSe4Ti (ωB97M-V/def2-TZVPD)
Ti -0.4165 -0.2348 0.0937
N 2.9938 -1.2140 -2.7467
C 2.2117 -1.1810 -1.6364
N 1.2473 -0.3570 -1.4791
C 0.9543 0.5808 -2.4711
N 0.0256 1.4656 -2.2699
N -0.5516 1.3761 -1.0516
C -1.1271 2.4630 -0.5381
C -1.4756 2.3984 0.8182
C -1.9814 3.5101 1.5237
C -2.1836 3.4191 2.8736
C -1.9087 2.2066 3.5144
C -1.4457 1.1454 2.7660
N -1.2134 1.2084 1.4516
C 1.7321 0.5808 -3.6988
C 1.4996 1.4658 -4.7496
C 2.2948 1.4345 -5.8836
C 3.3390 0.5245 -5.9773
C 3.5890 -0.3607 -4.9391
C 2.7859 -0.3394 -3.8068
H 3.7809 -1.8364 -2.7593
H 2.4618 -1.8835 -0.8435
H -1.1806 3.3847 -1.1044
H -2.1762 4.4204 0.9711
H -2.5473 4.2729 3.4331
H -2.0306 2.0884 4.5813
H -1.2285 0.2090 3.2605
H 0.6920 2.1765 -4.6442
H 2.0982 2.1236 -6.6955
H 3.9647 0.5021 -6.8610
H 4.4070 -1.0693 -5.0047
Se 3.5522 -2.2049 1.6781
Sb 1.6680 -0.7979 2.3463
Se 1.6826 1.2866 0.9075
Se -0.5319 -1.9696 1.8864
Se 1.6845 -0.1713 4.6984
F -3.7691 -4.8883 -4.4246
C -2.9877 -4.1784 -3.5844
C -3.0812 -4.3507 -2.2154
F -3.9662 -5.2337 -1.7266
C -2.2783 -3.6267 -1.3596
F -2.4108 -3.8223 -0.0430
C -1.3318 -2.6713 -1.8079
O -0.5803 -2.0014 -1.0069
C -1.2681 -2.5549 -3.2193
F -0.3827 -1.6967 -3.7458
C -2.0708 -3.2716 -4.0803
F -1.9667 -3.1010 -5.4088
Cl -6.8265 3.6182 1.2061
C -5.6278 2.4376 0.7304
C -5.0830 2.4889 -0.5408
C -4.1257 1.5577 -0.9046
C -3.6861 0.5563 -0.0210
C -2.6686 -0.4066 -0.4033
C -4.2936 0.5213 1.2459
C -5.2437 1.4513 1.6242
H -5.4000 3.2564 -1.2359
H -3.7055 1.5912 -1.9029
H -2.5994 -0.5188 -1.4863
H -2.8245 -1.3652 0.0868
H -3.9920 -0.2435 1.9524
H -5.6868 1.4168 2.6114
```

(2)
# C27H17ClF6N2O8PRuS2

A structure of composition C27H17ClF6N2O8PRuS2 at a distorted geometry (ωB97M-V/def2-TZVPD, the OMol25 dataset).

**Orbital gap (alpha / beta)**: 6.5 / 7.5 eV
**Maximum force**: 6.46 eV/A
**DFT total energy**: -4042.44925 Ha
**Multiplicity**: 2
**LUMO energy (alpha / beta)**: -2.87 / -1.78 eV
**Total charge**: 0

```
65
C27H17ClF6N2O8PRuS2 (ωB97M-V/def2-TZVPD)
Ru -0.3642 -0.0783 -0.3900
O 3.2327 -0.1672 1.9190
C 2.1463 -0.0097 1.4044
O 1.8817 0.3039 0.2120
C 0.8948 -0.1601 2.3103
C 0.9285 -0.8061 3.5351
C -0.2596 -0.9229 4.2444
C -1.4274 -0.3894 3.7159
C -1.3594 0.2299 2.4790
N -0.2203 0.3517 1.8221
C -2.6161 0.6903 1.6777
O -3.6176 0.9644 2.3030
O -2.4144 0.7173 0.4388
H 1.8681 -1.1989 3.8935
H -0.2767 -1.4414 5.1917
H -2.3773 -0.4720 4.2179
F -4.4815 -2.7553 0.2646
C -3.4774 -3.5361 -0.1227
F -3.7674 -4.0319 -1.3197
F -3.3878 -4.5484 0.7326
S -1.8286 -2.6500 -0.1805
O -1.8189 -1.7915 -1.3416
O -1.6863 -1.9775 1.0763
N -0.9155 -3.9181 -0.3555
S 0.5862 -3.4993 -0.5640
O 1.5221 -4.5162 -0.2613
O 0.8344 -2.1753 -0.0348
C 0.6761 -3.2024 -2.4362
F 0.5815 -1.8801 -2.6530
F -0.3269 -3.7950 -3.0778
F 1.8087 -3.6145 -2.9977
Cl -0.6638 0.7533 -2.8096
C 0.3814 2.1002 -3.1606
C 0.7670 2.3491 -4.4687
C 1.5931 3.4253 -4.7484
C 2.0073 4.2664 -3.7297
C 1.6164 4.0208 -2.4287
C 0.8059 2.9301 -2.1200
P 0.3231 2.5717 -0.3964
C -1.3195 3.3271 -0.2186
C -2.1527 3.5318 -1.3154
C -3.4469 3.9800 -1.1272
C -3.9279 4.2062 0.1516
C -3.1030 4.0028 1.2488
C -1.8078 3.5555 1.0706
C 1.4661 3.6638 0.5166
C 2.7597 3.2162 0.7758
C 3.6701 4.0458 1.4041
C 3.3078 5.3354 1.7548
C 2.0307 5.7958 1.4720
C 1.1047 4.9648 0.8659
H 0.4231 1.7012 -5.2578
H 1.9158 3.6013 -5.7618
H 2.6419 5.1131 -3.9412
H 1.9349 4.6839 -1.6404
H -1.7880 3.3513 -2.3151
H -4.0827 4.1247 -1.9892
H -4.9473 4.5339 0.2959
H -3.4860 4.1714 2.2447
H -1.1757 3.3669 1.9315
H 3.0539 2.2232 0.4790
H 4.6609 3.6801 1.6281
H 4.0211 5.9862 2.2379
H 1.7504 6.8083 1.7252
H 0.1134 5.3333 0.6428
```

(3)
# C27H18IN5O4Ru

A structure of composition C27H18IN5O4Ru at a distorted geometry (ωB97M-V/def2-TZVPD, the OMol25 dataset).

**Orbital gap (alpha / beta)**: 7.1 / 6.9 eV
**Maximum force**: 1.03 eV/A
**Energy above the lowest of the compared OMol25 structures with the same formula, charge and spin**: 38.0 kcal/mol
**DFT total energy**: -2007.10702 Ha
**Multiplicity**: 2
**LUMO energy (alpha / beta)**: 2.19 / 2.18 eV
**Total charge**: -1

```
56
C27H18IN5O4Ru (ωB97M-V/def2-TZVPD)
Ru 0.7520 0.9688 0.0717
O 0.3607 0.2027 1.8609
C -0.8476 -0.1579 2.2293
C -0.9993 -1.2905 3.0459
C -2.2466 -1.6638 3.5008
C -3.3922 -0.9316 3.1843
C -3.2586 0.1853 2.3855
C -2.0109 0.5810 1.8973
C -1.9491 1.7358 1.0244
N -0.9024 2.1413 0.4132
C -1.0539 3.1997 -0.5971
C 0.2871 3.9017 -0.6802
N 1.3053 2.8506 -0.7607
C 2.4627 3.1217 -1.2416
C 3.6367 2.3158 -0.9725
C 4.8120 2.5377 -1.7049
C 5.9707 1.8603 -1.4084
C 5.9598 0.9528 -0.3353
C 4.8394 0.7422 0.4274
C 3.6302 1.4274 0.1507
O 2.6100 1.2276 0.9194
H -0.1126 -1.8633 3.2822
H -2.3350 -2.5554 4.1107
H -4.3651 -1.2432 3.5386
H -4.1308 0.7645 2.1010
H -2.8807 2.2762 0.8486
H -1.8822 3.8714 -0.3614
H -1.2689 2.6850 -1.5366
H 0.4615 4.4380 0.2579
H 0.3622 4.6154 -1.5044
H 2.6036 4.0666 -1.7750
H 4.7879 3.2554 -2.5186
H 6.8722 2.0234 -1.9829
H 6.8588 0.3933 -0.1030
H 4.8376 0.0313 1.2429
I -5.8215 -4.9748 -1.0047
C -4.4528 -3.4045 -1.1643
C -3.3337 -3.3900 -0.3478
C -2.4390 -2.3363 -0.4549
C -2.6559 -1.3154 -1.3711
C -3.7777 -1.3560 -2.1905
C -4.6850 -2.3981 -2.0912
C -1.7048 -0.1425 -1.4772
O -1.9413 0.7665 -2.2711
O -0.6966 -0.2370 -0.6906
H -3.1500 -4.1847 0.3617
H -1.5583 -2.3119 0.1709
H -3.9233 -0.5515 -2.8997
H -5.5604 -2.4297 -2.7259
N 1.9070 -0.5480 -0.9615
C 2.0866 -1.6396 -0.6007
C 2.2840 -2.9307 -0.1474
C 3.5612 -3.3101 0.3263
N 4.6095 -3.6018 0.7133
C 1.1890 -3.8241 -0.1058
N 0.2883 -4.5471 -0.0783
```

Please write out number 1 again, unchanged.
# C27H17ClF5N5OSbSe4Ti

A structure of composition C27H17ClF5N5OSbSe4Ti at a distorted geometry (ωB97M-V/def2-TZVPD, the OMol25 dataset).

**Orbital gap (alpha / beta)**: 4.8 / 5.7 eV
**Maximum force**: 2.08 eV/A
**Energy above the lowest of the compared OMol25 structures with the same formula, charge and spin**: 43.9 kcal/mol
**DFT total energy**: -13043.27599 Ha
**Multiplicity**: 2
**LUMO energy (alpha / beta)**: 3.95 / 3.94 eV
**Total charge**: -2

```
62
C27H17ClF5N5OSbSe4Ti (ωB97M-V/def2-TZVPD)
Ti -0.4165 -0.2348 0.0937
N 2.9938 -1.2140 -2.7467
C 2.2117 -1.1810 -1.6364
N 1.2473 -0.3570 -1.4791
C 0.9543 0.5808 -2.4711
N 0.0256 1.4656 -2.2699
N -0.5516 1.3761 -1.0516
C -1.1271 2.4630 -0.5381
C -1.4756 2.3984 0.8182
C -1.9814 3.5101 1.5237
C -2.1836 3.4191 2.8736
C -1.9087 2.2066 3.5144
C -1.4457 1.1454 2.7660
N -1.2134 1.2084 1.4516
C 1.7321 0.5808 -3.6988
C 1.4996 1.4658 -4.7496
C 2.2948 1.4345 -5.8836
C 3.3390 0.5245 -5.9773
C 3.5890 -0.3607 -4.9391
C 2.7859 -0.3394 -3.8068
H 3.7809 -1.8364 -2.7593
H 2.4618 -1.8835 -0.8435
H -1.1806 3.3847 -1.1044
H -2.1762 4.4204 0.9711
H -2.5473 4.2729 3.4331
H -2.0306 2.0884 4.5813
H -1.2285 0.2090 3.2605
H 0.6920 2.1765 -4.6442
H 2.0982 2.1236 -6.6955
H 3.9647 0.5021 -6.8610
H 4.4070 -1.0693 -5.0047
Se 3.5522 -2.2049 1.6781
Sb 1.6680 -0.7979 2.3463
Se 1.6826 1.2866 0.9075
Se -0.5319 -1.9696 1.8864
Se 1.6845 -0.1713 4.6984
F -3.7691 -4.8883 -4.4246
C -2.9877 -4.1784 -3.5844
C -3.0812 -4.3507 -2.2154
F -3.9662 -5.2337 -1.7266
C -2.2783 -3.6267 -1.3596
F -2.4108 -3.8223 -0.0430
C -1.3318 -2.6713 -1.8079
O -0.5803 -2.0014 -1.0069
C -1.2681 -2.5549 -3.2193
F -0.3827 -1.6967 -3.7458
C -2.0708 -3.2716 -4.0803
F -1.9667 -3.1010 -5.4088
Cl -6.8265 3.6182 1.2061
C -5.6278 2.4376 0.7304
C -5.0830 2.4889 -0.5408
C -4.1257 1.5577 -0.9046
C -3.6861 0.5563 -0.0210
C -2.6686 -0.4066 -0.4033
C -4.2936 0.5213 1.2459
C -5.2437 1.4513 1.6242
H -5.4000 3.2564 -1.2359
H -3.7055 1.5912 -1.9029
H -2.5994 -0.5188 -1.4863
H -2.8245 -1.3652 0.0868
H -3.9920 -0.2435 1.9524
H -5.6868 1.4168 2.6114
```